Version 1
Formula: C3H3NO2
Source: OMol25
Level of theory: the ωB97M-V functional and the def2-TZVPD basis

Last column: Löwdin charge in e.
Atoms and positions in Å:
O: 1.3273 0.7567 -0.5342  0.19
C: 0.1662 0.2918 -0.4151  -0.26
C: -0.0835 -0.4959 0.8303  -0.39
O: 1.0293 -0.5169 1.5303  -0.17
C: -0.8447 0.4973 -1.3997  -0.09
N: -1.7768 0.5746 -2.0805  0.22
H: 1.7507 0.3768 0.3962  0.17
H: -0.5415 -1.4471 0.4359  0.16
H: -1.0271 -0.0374 1.2367  0.16

Output
HOMO (spin up / spin down)	-9.52 / -9.51	eV
total charge	0
LUMO energy (spin up / spin down)	-1.922 / -1.923	eV
orbital gap (spin up / spin down)	7.59 / 7.59	eV

Version 2
Formula: C3H3NO2
Source: OMol25
Level of theory: the ωB97M-V functional and the def2-TZVPD basis

Last column: Löwdin charge in e.
Atoms and positions in Å:
O: 0.6241 -1.3796 0.7041  0.03
C: -0.0851 -0.1983 0.5810  -0.34
C: 0.5500 1.0111 -0.1121  -0.22
O: 1.6805 1.1249 -0.4930  0.11
C: -1.2060 -0.3300 -0.3830  -0.19
N: -1.9013 -0.5753 -1.2717  0.19
H: 0.8470 -1.6877 -0.1852  0.12
H: -0.4619 0.0806 1.5724  0.17
H: -0.3675 1.6277 -0.3911  0.14

Output
HOMO	-10.71	eV
total charge	0
LUMO energy	0.278	eV
orbital gap	10.99	eV

Decreasing stability: version 2, version 1

Version 1
Formula: C3H3NO2
Source: OMol25
Level of theory: the ωB97M-V functional and the def2-TZVPD basis

Last column: Löwdin charge in e.
Atoms and positions in Å:
C: 0.9111 0.0757 -0.1081  -0.57
C: -1.1879 -0.5923 -0.0550  -0.08
C: -1.0728 0.7421 0.0735  -0.11
H: 2.4191 -0.8280 0.1882  0.18
H: -1.8617 -1.3728 0.0263  0.09
H: -1.7480 1.6133 0.0591  0.13
N: 0.1429 -0.9584 -0.0799  0.10
O: 2.1911 0.1469 0.0133  0.16
O: 0.2062 1.1735 -0.1174  0.11

Output
HOMO	-8.88	eV
total charge	0
LUMO energy	0.732	eV
orbital gap	9.62	eV

Version 2
Formula: C3H3NO2
Source: OMol25
Level of theory: the ωB97M-V functional and the def2-TZVPD basis

Last column: Löwdin charge in e.
Atoms and positions in Å:
C: 0.8537 0.7567 -0.5292  -0.04
O: 0.4353 -0.6040 -0.6915  -0.02
C: -0.4355 -1.1545 0.1488  -0.50
O: -0.5677 -2.3384 0.2705  0.16
C: -1.3046 -0.2297 0.9168  -0.10
N: -2.0439 0.4130 1.5313  0.19
H: 0.0089 1.4519 -0.5144  0.09
H: 1.4406 0.8541 0.3881  0.10
H: 1.4869 0.9616 -1.3919  0.10

Output
HOMO	-11.74	eV
total charge	0
LUMO energy	-0.045	eV
orbital gap	11.69	eV

Decreasing stability: version 2, version 1

Version 1
Formula: C3H3NO2
Source: OMol25
Level of theory: the ωB97M-V functional and the def2-TZVPD basis

Last column: Löwdin charge in e.
Atoms and positions in Å:
C: -0.2264 -0.0350 0.0078  -0.03
C: 0.2380 1.2755 0.0593  -0.08
C: 2.0367 -0.0993 0.0128  -0.57
N: 0.9694 -0.8420 -0.0115  0.12
O: 3.1937 -0.4100 -0.0006  0.11
O: 1.6210 1.2642 -0.0510  0.05
H: -1.2946 -0.5159 -0.0551  0.15
H: -0.1123 2.2635 0.1594  0.10
H: 1.1109 -1.7975 0.0217  0.14

Output
HOMO	-8.89	eV
total charge	0
LUMO energy	0.763	eV
orbital gap	9.65	eV

Version 2
Formula: C3H3NO2
Source: OMol25
Level of theory: the ωB97M-V functional and the def2-TZVPD basis

Last column: Löwdin charge in e.
Atoms and positions in Å:
C: -0.9923 -0.1741 0.1114  -0.05
O: -0.6671 1.0248 -0.5969  0.00
C: 0.6839 1.0017 -0.5855  -0.45
O: 1.4561 1.7753 -1.0422  0.18
C: 0.8199 -0.2882 0.1702  -0.20
N: 1.4942 -1.2012 0.6841  0.21
H: 0.3801 -1.3539 0.7764  0.10
H: -1.5858 0.0645 1.0152  0.11
H: -1.5889 -0.8490 -0.5327  0.11

Output
HOMO	-10.27	eV
total charge	0
LUMO energy	-0.273	eV
orbital gap	10.00	eV

Decreasing stability: version 1, version 2

Version 1
Formula: CH2ClN2OP
Source: OMol25
Level of theory: the ωB97M-V functional and the def2-TZVPD basis

Last column: Löwdin charge in e.
Atoms and positions in Å:
C: 0.2719 1.3064 0.3747  -0.30
N: -0.4567 0.3924 -0.5172  -0.15
N: -1.2474 -0.6834 -0.2727  -0.45
O: 0.3841 1.0448 1.5552  -0.01
P: -0.9121 -2.0985 0.2080  0.41
Cl: 0.9938 -2.2326 0.2396  0.22
H: 1.0394 1.9438 -0.0705  0.12
H: -0.0730 0.3272 -1.5171  0.15

Output
HOMO	-8.84	eV
total charge	0
LUMO energy	-0.541	eV
orbital gap	8.30	eV

Version 2
Formula: CH2ClN2OP
Source: OMol25
Level of theory: the ωB97M-V functional and the def2-TZVPD basis

Last column: Löwdin charge in e.
Atoms and positions in Å:
C: -1.0161 -0.8102 -0.2618  -0.25
N: -2.1294 -0.4222 -0.7227  -0.08
N: -2.4574 0.8148 -0.2816  -0.32
O: -0.3057 0.2157 0.4295  -0.41
P: -1.2759 1.4856 0.5822  0.90
Cl: 3.7867 0.2733 -0.2836  0.32
H: -0.4428 -1.7780 -0.3914  0.15
H: 3.8406 0.2210 0.9295  -0.32

Output
HOMO	-10.05	eV
total charge	0
LUMO energy	-0.167	eV
orbital gap	9.88	eV

Decreasing stability: version 2, version 1

Version 1
Formula: C6H9N2S
Source: OMol25
Level of theory: the ωB97M-V functional and the def2-TZVPD basis

Last column: Löwdin charge in e.
Atoms and positions in Å:
C: -0.6951 0.3567 1.6200  -0.14
C: 0.5174 0.9739 1.9947  -0.43
C: 0.6222 0.3315 -0.9381  -0.20
C: 0.0131 -0.8541 -0.4518  -0.38
C: 0.2700 1.7080 -1.2005  0.03
C: -0.1203 -2.2073 -0.9945  0.03
N: 1.4527 -0.2755 -0.1084  -0.17
N: -0.8496 -0.4248 0.5544  0.10
S: 1.9032 0.3052 1.4121  1.06
H: -1.5217 0.7704 2.2199  0.14
H: 0.6058 1.7901 2.6941  0.08
H: 0.2157 1.6544 -2.2176  0.07
H: 0.8936 2.4118 -0.6468  0.11
H: -0.8556 1.9424 -0.8783  0.17
H: 0.7584 -2.6195 -1.2929  0.06
H: -0.8689 -2.1965 -1.8533  0.13
H: -0.5587 -2.9299 -0.1772  0.15
H: -1.7823 -0.7367 0.2641  0.19

Output
HOMO (spin up / spin down)	-12.25 / -12.25	eV
total charge	+1
LUMO energy (spin up / spin down)	-5.104 / -5.105	eV
orbital gap (spin up / spin down)	7.14 / 7.14	eV

Version 2
Formula: C6H9N2S
Source: OMol25
Level of theory: the ωB97M-V functional and the def2-TZVPD basis

Last column: Löwdin charge in e.
Atoms and positions in Å:
C: -1.1097 -2.2360 -1.2136  0.01
C: -0.5649 -1.2350 -0.7168  -0.17
C: 1.9174 1.0800 1.7765  -0.11
C: 1.6962 1.6918 0.6170  -0.34
C: 2.1364 0.3885 2.8454  0.10
C: -1.7448 -3.4839 -1.4895  -0.06
N: 0.1774 -0.3043 -0.2342  -0.28
N: -1.0416 2.7215 -0.8901  -0.06
S: 0.7569 1.0497 -0.7595  1.14
H: 1.8563 0.5121 3.8870  0.10
H: 2.3242 2.6212 0.3464  0.12
H: 2.7556 -0.3942 2.6865  0.05
H: -1.0720 -4.0743 -2.0323  0.08
H: -1.6063 -4.0113 -0.5796  0.08
H: -2.7847 -3.3960 -1.7402  0.10
H: -1.6149 2.8044 -1.7627  0.08
H: -0.4649 3.6236 -0.6855  0.10
H: -1.6167 2.6422 -0.0549  0.05

Output
HOMO (spin up / spin down)	-12.50 / -12.50	eV
total charge	+1
LUMO energy (spin up / spin down)	-5.815 / -5.812	eV
orbital gap (spin up / spin down)	6.69 / 6.68	eV

Decreasing stability: version 1, version 2

Version 1
Formula: C5H12NO
Source: OMol25
Level of theory: the ωB97M-V functional and the def2-TZVPD basis

Last column: Löwdin charge in e.
Atoms and positions in Å:
O: -1.4473 -1.1514 -1.2051  0.05
C: -1.1088 -0.0749 -1.6141  -0.35
C: -0.3366 0.1855 -2.8740  -0.03
H: -1.4183 0.8453 -1.0654  0.10
H: 0.6382 -0.2987 -2.8059  0.09
H: -0.1791 1.2508 -3.0145  0.08
H: -0.8466 -0.2562 -3.7307  0.10
C: 0.9508 -1.4869 0.9731  -0.06
C: 1.1448 -0.2497 1.8116  -0.17
C: 0.3939 2.0554 1.5007  0.19
N: 0.1612 0.8086 1.4480  0.05
H: -0.0546 -1.8956 1.0434  0.09
H: 1.1977 -1.3023 -0.0690  0.08
H: 1.6414 -2.2568 1.3135  0.10
H: 0.9929 -0.4390 2.8741  0.14
H: 2.1274 0.2076 1.7066  0.13
H: -0.3919 2.7668 1.2890  0.13
H: 1.3988 2.3830 1.7503  0.13
H: -0.7531 0.4920 1.1253  0.16

Output
HOMO	-13.54	eV
total charge	+1
LUMO energy	-5.216	eV
orbital gap	8.33	eV

Version 2
Formula: C5H12NO
Source: OMol25
Level of theory: the ωB97M-V functional and the def2-TZVPD basis

Last column: Löwdin charge in e.
Atoms and positions in Å:
C: 2.9784 0.5151 -1.8128  -0.09
C: 1.5710 -0.0457 -1.8700  -0.23
C: 0.7596 0.2082 -0.6369  -0.04
C: -0.5624 0.2908 -0.6506  -0.07
N: -1.2551 0.3471 0.5991  0.04
C: -2.5251 0.3515 0.7000  0.16
H: 3.6870 -0.0724 -2.3918  0.08
H: 3.0566 1.5391 -2.1608  0.08
H: 3.4015 0.4887 -0.8038  0.08
H: 1.0316 0.3772 -2.7245  0.12
H: 1.5602 -1.1277 -2.0447  0.13
H: 1.3279 0.3361 0.2763  0.13
H: -1.1739 0.5652 -1.4965  0.14
H: -0.7716 -0.0708 1.4123  0.13
H: -3.1973 0.4002 -0.1425  0.12
H: -2.9643 0.2370 1.6835  0.12
H: -1.4223 -1.1879 3.7313  0.07
H: -0.6855 -2.1766 2.8442  0.08
O: -1.0212 -1.2679 2.8583  -0.04

Output
HOMO	-13.96	eV
total charge	+1
LUMO energy	-4.761	eV
orbital gap	9.20	eV

Decreasing stability: version 2, version 1

Version 1
Formula: C4H7O2P
Source: OMol25
Level of theory: the ωB97M-V functional and the def2-TZVPD basis

Last column: Löwdin charge in e.
Atoms and positions in Å:
C: 0.8760 -0.4766 -0.5247  -0.33
C: 1.1288 0.4582 0.5695  -0.08
C: -0.4758 -1.1398 -0.3617  -0.39
C: -0.6604 1.5652 1.1609  -0.01
O: -1.6104 0.4647 -2.1292  -0.48
O: -1.6422 1.1957 0.6329  -0.09
P: -2.0758 -0.3432 -1.0149  0.85
H: 0.9326 0.0356 -1.4390  0.08
H: 1.7557 -1.2733 -0.3392  0.16
H: 1.3055 -0.0841 1.5067  0.07
H: 2.0203 0.9947 0.2620  0.07
H: -0.5268 -1.9959 -0.9909  0.05
H: -0.5791 -1.4575 0.5984  0.03
H: -0.4485 2.0562 2.0690  0.08

Output
HOMO	-8.49	eV
total charge	0
LUMO energy	0.138	eV
orbital gap	8.62	eV

Version 2
Formula: C4H7O2P
Source: OMol25
Level of theory: the ωB97M-V functional and the def2-TZVPD basis

Last column: Löwdin charge in e.
Atoms and positions in Å:
C: 0.2707 -0.6986 -0.2082  -0.39
C: 0.2039 0.6093 -0.1048  -0.28
C: -0.9357 -1.5938 -0.0816  0.01
C: -0.9163 1.5468 -0.1984  -0.04
O: 1.5475 -1.2614 -0.3035  -0.30
O: 1.6046 1.2285 0.0261  -0.38
P: 2.6305 -0.0577 0.2535  0.91
H: -0.7097 -2.1290 -0.9788  0.08
H: -1.7781 -0.9222 -0.2199  0.07
H: -1.0687 -2.1992 0.8138  0.09
H: -1.5154 1.1958 -1.0301  0.08
H: -0.4051 2.5868 -0.3748  0.13
H: -1.5115 1.7830 0.6811  0.08
H: 2.5834 -0.0882 1.7258  -0.05

Output
HOMO	-8.48	eV
total charge	0
LUMO energy	0.919	eV
orbital gap	9.40	eV

Decreasing stability: version 2, version 1

Version 1
Formula: ClFOS
Source: OMol25
Level of theory: the ωB97M-V functional and the def2-TZVPD basis

Last column: Löwdin charge in e.
Atoms and positions in Å:
O: -0.9211 0.4722 1.4006  -0.58
F: 1.7338 0.8815 -1.8208  -0.08
S: 0.0068 -0.4363 0.7026  0.50
Cl: -0.9169 -1.9252 -0.3092  0.15

Output
HOMO (spin up / spin down)	-11.93 / -9.59	eV
total charge	0
LUMO energy (spin up / spin down)	-1.960 / -4.234	eV
orbital gap (spin up / spin down)	9.97 / 5.36	eV

Version 2
Formula: ClFOS
Source: OMol25
Level of theory: the ωB97M-V functional and the def2-TZVPD basis

Last column: Löwdin charge in e.
Atoms and positions in Å:
O: -2.0888 1.9404 -0.3472  -0.67
F: 1.9621 -2.2265 0.4326  -0.48
S: -1.4576 0.6775 -0.8374  0.71
Cl: 1.3161 -0.3721 0.7225  0.44

Output
HOMO	-9.12	eV
total charge	0
LUMO energy	-3.748	eV
orbital gap	5.37	eV

Decreasing stability: version 1, version 2